[1]
C42H44ClN3O5SiTeTi as an isolated structure in a non-equilibrium geometry. Source: the Open Molecules 2025 dataset; level of theory: ωB97M-V/def2-TZVPD.

The LUMO energy is -0.040 hartree. For the largest force on an atom, the calculation gives 4.18 eV/Å. The energy relative to the best compared isomer or geometry (same formula, charge and spin) comes out at 3.5 kcal/mol. The calculation puts the HOMO energy at -7.39 eV.

```
98
C42H44ClN3O5SiTeTi | the Open Molecules 2025 dataset | ωB97M-V/def2-TZVPD
Ti -0.4163 0.9608 3.0467
C -3.8720 0.9939 0.2732
C -2.4929 0.6512 0.6960
N -2.1449 1.3193 1.9514
C -2.7899 2.4777 2.2542
C -4.1051 2.7522 1.8977
C -4.6162 1.9879 0.7875
C -4.8507 3.7854 2.5152
C -4.2210 4.6668 3.3434
C -2.8218 4.5365 3.6988
C -2.0808 5.2968 4.6341
C -0.7383 4.9496 4.9294
C -0.1691 3.8198 4.3902
N -0.9024 3.0577 3.5321
C -2.1636 3.3674 3.1605
H -4.2132 0.3625 -0.5188
H -1.7657 0.9500 -0.0783
H -5.6096 2.1541 0.4474
H -5.9414 3.7700 2.3617
H -4.8314 5.4511 3.8146
H -2.5332 6.2325 4.9779
H -0.1611 5.5404 5.6174
H 0.8597 3.4240 4.5770
O 2.5305 2.9474 1.6049
Cl 2.0169 1.6671 1.7122
O 2.9617 0.6876 1.3660
O 1.4989 1.4207 3.1703
O 0.7936 1.5108 1.0149
C -0.5541 -0.0158 8.6401
Si 0.1557 -0.9132 7.1873
C 1.9841 -0.9725 7.1653
C -0.5443 -2.7235 7.0229
C -0.1094 0.0301 5.6465
C -0.9110 0.4801 4.8128
H 0.2115 0.0584 9.4489
H -1.4222 -0.6103 9.0442
H -0.9323 0.9977 8.4129
H 2.4383 -1.3671 8.1238
H 2.4171 0.0563 6.9955
H 2.3006 -1.5701 6.2930
H -0.4472 -3.2808 7.9974
H -0.0158 -3.1947 6.2183
H -1.5828 -2.6496 6.6830
C 6.6718 -1.1988 -6.5879
C 5.4884 -0.9380 -5.6751
C 5.4034 -1.4637 -4.3917
C 4.2594 -1.3605 -3.6091
C 4.1403 -1.9686 -2.2478
C 3.2528 -0.5057 -4.0775
Te 1.5277 0.1213 -2.7667
N -0.7121 -0.8957 2.3978
C -1.2918 -1.4218 1.4159
O -2.3205 -0.8768 0.6317
C -0.8137 -2.7688 0.9887
C -1.4796 -3.5125 0.0298
C -0.8233 -4.6123 -0.4988
C 0.4918 -4.9891 -0.0823
C 1.1089 -4.2849 0.9238
C 0.4652 -3.1822 1.4984
C -0.3553 -0.0114 -3.8491
C -0.8235 -1.3189 -4.2347
C 0.0222 -2.5474 -4.0899
C -2.0820 -1.4589 -4.8130
C -2.9244 -0.3620 -4.8537
C -4.3580 -0.3500 -5.4230
C -2.4735 0.8536 -4.4411
C -1.1877 1.1019 -3.9282
C -0.7893 2.5318 -3.5788
C 3.3142 0.0884 -5.3665
C 2.2947 1.1168 -5.8436
C 4.4163 -0.2061 -6.1462
H 7.5050 -1.5278 -5.9604
H 6.9276 -0.2601 -7.1748
H 6.5480 -2.0287 -7.3123
H 6.2743 -1.9542 -3.9880
H 4.9835 -2.6538 -2.0432
H 3.2189 -2.5612 -2.0903
H 4.1887 -1.1616 -1.4558
H -2.4521 -3.2234 -0.3652
H -1.3871 -5.1933 -1.2464
H 0.9890 -5.8769 -0.5044
H 2.1010 -4.4886 1.3312
H 0.9204 -2.6533 2.3324
H -0.0139 -2.9015 -3.0303
H 1.0574 -2.3061 -4.3700
H -0.3192 -3.3258 -4.7812
H -2.4050 -2.4293 -5.1531
H -5.0875 -0.5965 -4.6146
H -4.4703 -1.1017 -6.1875
H -4.6683 0.6461 -5.7972
H -3.1560 1.7120 -4.4170
H -1.5783 3.1710 -3.9780
H 0.1377 2.8890 -3.9967
H -0.6784 2.7302 -2.4949
H 2.4912 2.0416 -5.2561
H 1.2787 0.7254 -5.6630
H 2.5116 1.3934 -6.8752
H 4.4519 0.2897 -7.1588
```

Partial charges, Mulliken, in e:
1 Ti -0.485
2 C -1.141
3 C 0.612
4 N 0.672
5 C 0.041
6 C 1.122
7 C -0.975
8 C -0.851
9 C -0.927
10 C 0.398
11 C -0.332
12 C -1.020
13 C -0.097
14 N 0.157
15 C 0.369
16 H 0.527
17 H 0.076
18 H 0.439
19 H 0.357
20 H 0.316
21 H 0.403
22 H 0.409
23 H 0.450
24 O -0.641
25 Cl 1.918
26 O -0.613
27 O -0.540
28 O -0.564
29 C -1.064
30 Si 0.085
31 C -0.900
32 C -1.004
33 C 0.123
34 C 0.151
35 H 0.333
36 H 0.293
37 H 0.328
38 H 0.312
39 H 0.281
40 H 0.262
41 H 0.291
42 H 0.314
43 H 0.325
44 C -1.474
45 C 0.735
46 C -0.882
47 C 0.989
48 C -1.511
49 C -0.394
50 Te 0.671
51 N -0.215
52 C 0.335
53 O -0.360
54 C 0.385
55 C -0.153
56 C -0.564
57 C -0.466
58 C -0.560
59 C -0.563
60 C -0.586
61 C 1.216
62 C -1.377
63 C -0.995
64 C 0.627
65 C -1.499
66 C -0.758
67 C 0.983
68 C -1.426
69 C 0.977
70 C -1.308
71 C -0.860
72 H 0.360
73 H 0.318
74 H 0.289
75 H 0.324
76 H 0.387
77 H 0.299
78 H 0.253
79 H 0.433
80 H 0.362
81 H 0.388
82 H 0.386
83 H 0.388
84 H 0.199
85 H 0.255
86 H 0.469
87 H 0.422
88 H 0.270
89 H 0.387
90 H 0.360
91 H 0.248
92 H 0.435
93 H 0.241
94 H 0.240
95 H 0.258
96 H 0.226
97 H 0.426
98 H 0.201

***

[2]
C3H6O as an isolated structure in a non-equilibrium geometry. Source: the Open Molecules 2025 dataset; level of theory: ωB97M-V/def2-TZVPD.

The LUMO energy is 0.016 hartree. For the largest force on an atom, the calculation gives 5.33 eV/Å. The energy relative to the best compared isomer or geometry (same formula, charge and spin) comes out at 86.9 kcal/mol. The calculation puts the HOMO energy at -9.15 eV.

```
10
C3H6O | the Open Molecules 2025 dataset | ωB97M-V/def2-TZVPD
C -0.3108 -0.0086 -1.1908
C -0.4828 0.4246 0.2697
C 0.5290 -0.1367 1.1992
O 1.2571 -1.0929 0.8420
H 0.6776 -0.4849 -1.1784
H -0.4130 0.7648 -1.9477
H -1.0208 -0.8218 -1.3867
H -1.4327 0.3073 0.7910
H 0.4767 0.2073 2.2379
H 0.7197 0.8408 0.3637
```

Partial charges, natural (NBO), in e:
1 C -0.655
2 C -0.398
3 C 0.210
4 O -0.601
5 H 0.245
6 H 0.220
7 H 0.220
8 H 0.268
9 H 0.158
10 H 0.334

***

[3]
A 2-piece molecular cluster, C3H8NO4 overall in a non-equilibrium geometry. Source: the Open Molecules 2025 dataset; level of theory: ωB97M-V/def2-TZVPD.

The LUMO energy (spin up / spin down) is 0.022 / -0.155 hartree. Its spin multiplicity is 2. For the largest force on an atom, the calculation gives 3.14 eV/Å. The energy relative to the best compared isomer or geometry (same formula, charge and spin) comes out at 1.5 kcal/mol. The expectation value of S² is 0.760. The calculation puts the HOMO energy (spin up / spin down) at -10.80 / -10.43 eV.

```
16
C3H8NO4 | the Open Molecules 2025 dataset | ωB97M-V/def2-TZVPD
C 0.7038 -0.1415 -1.1642
C -0.6354 -0.4023 -1.8692
O -0.5740 -0.1561 -3.2417
N 0.6633 -0.0664 0.2875
C -0.0846 1.0096 0.8565
O 0.0356 1.1039 2.0875
O -0.5960 1.8518 0.1000
H 1.0952 0.8098 -1.5205
H 1.4002 -0.9330 -1.4289
H -0.8730 -1.4825 -1.7651
H -1.4872 0.0822 -1.3591
H -0.9417 0.7098 -3.4035
H 0.5730 -0.9253 0.8207
H 0.2714 -0.4419 4.6682
H 0.1542 -0.1524 3.1436
O 0.2954 -0.8657 3.7884
```

Partial charges, natural (NBO), in e:
1 C -0.264
2 C -0.071
3 O -0.699
4 N -0.525
5 C 0.832
6 O -0.531
7 O -0.389
8 H 0.220
9 H 0.216
10 H 0.168
11 H 0.181
12 H 0.476
13 H 0.412
14 H 0.469
15 H 0.480
16 O -0.975

***

Question: Which of these has the highest energy relative to the best compared isomer or geometry (same formula, charge and spin)?
Answer: C3H6O

***

Question: What is the formula in the first record?
Answer: C42H44ClN3O5SiTeTi